Density functional theory data (the ωB97M-V functional and the def2-TZVPD basis) for a structure of composition C30H32BIN10O2Pt in a non-equilibrium geometry.

Calculated values
total charge: +3
lowest unoccupied orbital energy (spin up / spin down): -12.70 / -13.12 eV
HOMO level (spin up / spin down): -0.551 / -0.551 hartree
calculated total energy: -62619.51271 eV
HOMO-LUMO gap (spin up / spin down): 2.30 / 1.87 eV
2S+1: 2
M: 897.4 g mol⁻¹

```
77
C30H32BIN10O2Pt the ωB97M-V functional and the def2-TZVPD basis
Pt 0.22524 -0.26852 -0.63511
C 0.21079 3.31307 -0.50715
C -0.80760 2.66687 0.35265
C -1.63727 3.18301 1.36412
C -2.45657 2.13609 1.73497
N -2.13997 1.05979 0.99021
N -1.12681 1.39294 0.17268
B -2.83189 -0.32004 0.83418
N -1.90194 -1.35814 1.47226
C -2.10203 -2.24108 2.46554
C -0.90434 -2.85642 2.75812
C 0.03086 -2.28705 1.87665
C 1.48121 -2.56013 1.76310
N -0.60212 -1.38660 1.13274
N -2.93116 -0.54806 -0.69167
C -4.00481 -0.62288 -1.50279
C -3.57805 -0.50872 -2.80810
C -2.18630 -0.35772 -2.73121
C -1.18224 -0.12508 -3.79202
N -1.83761 -0.40049 -1.45316
N -4.22986 -0.34713 1.43220
C -5.22646 0.58812 1.24700
C -6.36176 0.11624 1.83226
C -5.98993 -1.15800 2.37758
C -6.78315 -2.13891 3.09883
N -4.69285 -1.37423 2.09852
H 1.04006 3.71017 0.07482
H -0.24350 4.14598 -1.04508
H 0.59089 2.58193 -1.22934
H -1.63109 4.17728 1.75959
H -3.22555 2.10125 2.48121
H -3.07411 -2.38155 2.89200
H -0.71947 -3.61202 3.49462
H 1.80203 -3.21243 2.57114
H 2.04544 -1.62875 1.80322
H 1.70886 -3.05308 0.81576
H -4.99830 -0.74852 -1.12340
H -4.17515 -0.52230 -3.69456
H -0.90871 -1.05714 -4.28378
H -0.28356 0.33550 -3.36289
H -1.59057 0.53776 -4.55116
H -5.04626 1.48323 0.68774
H -7.31744 0.59255 1.89283
H -7.14347 -1.72807 4.05124
H -6.21019 -3.04475 3.28767
H -7.71240 -2.36954 2.56571
C 1.93896 2.90123 3.00095
C 2.97893 2.07497 2.36115
N 4.21653 2.23542 2.66761
C 5.24158 1.65427 2.08413
C 5.05048 0.87335 0.94887
C 6.26905 0.27535 0.25811
O 6.32731 0.64618 -1.09252
C 3.73361 0.63156 0.51456
C 3.52564 -0.03601 -0.73056
N 2.42275 -0.32831 -1.34014
C 2.52994 -0.78290 -2.66490
C 3.43813 -0.17405 -3.54589
C 3.55701 -0.59834 -4.85480
C 2.77405 -1.64388 -5.32816
C 1.88399 -2.27952 -4.47414
C 1.76165 -1.84298 -3.16695
I 0.44272 -2.90659 -1.87229
C 2.61187 1.09380 1.30850
O 1.43334 0.74796 1.14921
H 2.00515 2.80775 4.08747
H 0.94178 2.62934 2.66325
H 2.14386 3.95424 2.79564
H 6.21437 1.83191 2.51683
H 6.18887 -0.81878 0.30018
H 7.16341 0.56375 0.81249
H 6.94797 1.37268 -1.22828
H 4.45941 -0.24755 -1.25387
H 4.03013 0.66104 -3.20171
H 4.26708 -0.11494 -5.50910
H 2.86639 -1.97193 -6.35145
H 1.29315 -3.11347 -4.82392
```

***

Density functional theory data (the ωB97M-V functional and the def2-TZVPD basis) for a cluster of 11 separate species, C33H66O33 in total in a non-equilibrium geometry.

Calculated values
lowest unoccupied orbital energy: 0.47 eV
SMILES string: COC(=O)OC.COC(=O)OC.COC(=O)OC.COC(=O)OC.COC(=O)OC.COC(=O)OC.COC(=O)OC.COC(=O)OC.COC(=O)OC.COC(=O)OC.COC(=O)OC
HOMO level: -0.388 hartree
calculated total energy: -102857.12197 eV
HOMO-LUMO gap: 11.03 eV
energy above the lowest of the compared OMol25 structures with the same formula, charge and spin: 197.7 kJ/mol
2S+1: 1
M: 990.9 g mol⁻¹

```
132
C33H66O33 the ωB97M-V functional and the def2-TZVPD basis
C 26.60811 14.73850 12.61290
O 26.19748 14.68661 11.22556
C 25.01955 15.19610 10.97286
O 24.32011 15.77604 11.76044
O 24.77722 15.12979 9.68832
C 23.47626 15.29227 9.15229
H 26.16950 15.64402 13.02933
H 27.67361 14.62307 12.73929
H 26.04249 13.91998 13.06490
H 23.24765 14.78263 8.22419
H 23.48393 16.34624 8.85910
H 22.66112 15.22744 9.86526
C 18.26808 12.59901 5.67023
O 16.88343 12.37402 5.84200
C 16.14875 13.46875 6.00851
O 16.53476 14.53982 6.31613
O 14.89375 13.15379 5.80130
C 13.94192 14.19504 5.81857
H 18.81023 11.67715 5.45122
H 18.70842 12.88590 6.63411
H 18.51228 13.31490 4.88871
H 13.00059 13.83695 5.39948
H 14.23064 15.07240 5.24257
H 13.64910 14.51840 6.81922
C 13.89493 13.84279 2.25124
O 14.59051 15.02873 2.58146
C 14.35559 16.08906 1.80821
O 13.54638 16.19553 0.93850
O 15.12475 17.05738 2.27450
C 15.26859 18.30710 1.63204
H 14.30432 12.97490 2.76345
H 13.95055 13.58061 1.19382
H 12.84710 13.95282 2.52691
H 15.77624 18.99986 2.29068
H 14.26439 18.74152 1.51837
H 15.58210 18.16676 0.60269
C 15.68865 17.88481 5.44228
O 14.65586 18.85342 5.59646
C 13.62821 18.48312 6.33918
O 13.34345 17.35797 6.56726
O 12.95331 19.55879 6.71124
C 11.73025 19.25937 7.41697
H 16.33197 17.55049 6.25429
H 16.38247 18.35095 4.74207
H 15.29464 16.98332 4.97624
H 11.09151 20.09645 7.14092
H 11.92255 19.22284 8.48610
H 11.26389 18.33983 7.07631
C 22.72464 11.82668 8.22775
O 23.78038 10.86056 8.15943
C 24.57164 10.73965 9.19841
O 24.74501 11.54553 10.05376
O 25.21768 9.58401 9.09621
C 26.12570 9.31589 10.15063
H 22.86538 12.53093 7.41356
H 22.68408 12.30923 9.19822
H 21.81685 11.26256 8.02120
H 26.60077 10.26557 10.42574
H 26.90013 8.63496 9.82122
H 25.67348 9.04077 11.10546
C 16.13505 14.88422 12.76250
O 16.62964 14.93417 11.44066
C 17.10534 16.06626 10.95832
O 17.30428 17.10251 11.52465
O 17.34183 15.84906 9.66302
C 17.67706 16.91928 8.81756
H 16.82155 14.46675 13.49622
H 15.26875 14.22000 12.74846
H 15.74771 15.85350 13.07504
H 17.13171 16.90338 7.88244
H 18.74151 16.84794 8.58853
H 17.55509 17.91808 9.24296
C 22.72001 19.29806 11.07987
O 22.37460 18.54866 9.91045
C 21.53578 19.11398 9.08388
O 21.06878 20.19785 9.23383
O 21.24396 18.31761 8.06973
C 20.51304 18.93780 7.02310
H 23.51046 18.71793 11.54640
H 21.86063 19.34065 11.74142
H 23.14712 20.26392 10.82625
H 20.46433 18.30515 6.14758
H 21.00822 19.87954 6.76934
H 19.49870 19.23310 7.29668
C 20.86856 14.87660 6.82390
O 20.44991 14.96871 5.47479
C 19.42707 15.74470 5.10179
O 18.89660 16.57862 5.79833
O 19.10850 15.47376 3.85313
C 17.80947 15.77451 3.35550
H 21.25818 15.82118 7.20534
H 21.66965 14.14276 6.76675
H 20.18545 14.47278 7.57457
H 17.83336 15.54096 2.30121
H 17.64516 16.85210 3.40809
H 16.93787 15.36241 3.86034
C 20.99005 15.54021 11.87765
O 20.09445 14.44384 12.07336
C 19.99010 13.48881 11.17254
O 20.41693 13.47488 10.04784
O 19.26933 12.52006 11.71143
C 18.46402 11.68877 10.88959
H 20.83149 16.20046 12.72825
H 20.65335 16.10345 11.00377
H 22.03094 15.23348 11.85952
H 19.09357 11.22097 10.12642
H 17.72485 12.28413 10.35532
H 18.04502 10.90906 11.51318
C 17.96203 19.76099 -0.19262
O 19.09120 18.98916 -0.51734
C 19.26683 17.82025 0.11355
O 18.48334 17.23266 0.79419
O 20.45050 17.38407 -0.32072
C 20.75496 16.02114 0.04843
H 17.03840 19.23274 -0.42088
H 17.94563 20.73531 -0.66853
H 17.90270 19.95424 0.88310
H 21.66756 15.78376 -0.48766
H 19.91792 15.36840 -0.18985
H 20.93562 15.97186 1.12395
C 15.64590 17.33523 -4.34426
O 16.05350 17.05450 -3.00923
C 16.34151 15.80731 -2.69314
O 16.29127 14.88431 -3.44527
O 16.58514 15.76231 -1.39486
C 17.10244 14.54710 -0.84376
H 16.31260 16.82876 -5.04459
H 15.61668 18.40739 -4.47499
H 14.68444 16.84974 -4.52576
H 17.57916 14.92569 0.05918
H 17.95947 14.11921 -1.36911
H 16.31406 13.80976 -0.74363
```